{
  "formula": "C27H38N3O3ScSe2Si",
  "method": "ωB97M-V with the def2-TZVPD basis set",
  "elements": ["Sc", "N", "C", "C", "N", "C", "C", "N", "H", "H", "H", "H", "H", "H", "H", "H", "H", "H", "H", "H", "H", "O", "C", "C", "C", "O", "C", "Se", "C", "Se", "H", "H", "H", "H", "H", "H", "H", "H", "H", "H", "O", "Si", "C", "C", "C", "C", "C", "C", "C", "C", "C", "C", "C", "C", "C", "C", "C", "C", "C", "C", "H", "H", "H", "H", "H", "H", "H", "H", "H", "H", "H", "H", "H", "H", "H"],
  "coordinates": [[1.2525, 0.5205, -0.4550], [1.4368, 0.8100, 1.9810], [0.1420, 1.1751, 2.5678], [-0.8686, 0.1235, 2.1572], [-1.0135, 0.0287, 0.6908], [-2.1651, 0.7539, 0.1304], [-1.7231, 2.0436, -0.5261], [-0.7107, 1.6983, -1.5234], [2.1518, 1.4959, 2.1971], [1.7433, -0.0871, 2.3408], [0.1687, 1.2380, 3.6581], [-0.1412, 2.1560, 2.1847], [-0.5297, -0.8460, 2.5280], [-1.8308, 0.3359, 2.6282], [-1.0873, -0.9504, 0.4494], [-2.6353, 0.1208, -0.6235], [-2.9130, 0.9540, 0.8998], [-2.5882, 2.5646, -0.9415], [-1.2539, 2.7037, 0.2040], [-1.1206, 1.2068, -2.3099], [-0.2605, 2.5296, -1.8875], [4.9818, 0.8433, -3.1510], [4.4144, 1.8021, -2.2722], [3.3430, 2.6667, -2.9287], [4.0691, 3.5143, -3.9950], [3.2064, 4.3842, -4.7302], [2.7336, 3.6463, -1.9231], [2.0382, 2.9948, -0.1789], [2.2849, 1.8334, -3.6751], [1.7602, 0.0598, -2.9744], [4.3220, 0.1404, -3.2520], [5.2235, 2.4461, -1.9147], [3.9968, 1.3166, -1.3985], [4.6136, 2.8448, -4.6632], [4.7958, 4.1620, -3.5027], [2.6393, 3.8459, -5.2901], [1.9187, 4.1845, -2.3981], [3.4839, 4.3846, -1.6464], [2.6716, 1.5828, -4.6615], [1.3763, 2.4177, -3.8199], [1.7211, -1.2532, 0.0937], [2.3829, -2.7347, 0.0426], [4.2462, -2.6291, 0.1187], [5.0278, -3.7722, 0.3341], [6.4138, -3.6994, 0.3500], [7.0479, -2.4763, 0.1565], [6.2934, -1.3299, -0.0474], [4.9064, -1.4113, -0.0649], [1.8520, -3.7411, 1.5377], [1.0255, -4.8654, 1.4317], [0.6855, -5.6175, 2.5532], [1.1671, -5.2559, 3.8030], [1.9920, -4.1435, 3.9325], [2.3324, -3.4016, 2.8100], [1.8129, -3.6209, -1.5011], [0.5764, -3.2854, -2.0631], [0.1065, -3.9112, -3.2107], [0.8732, -4.8928, -3.8227], [2.1065, -5.2396, -3.2852], [2.5707, -4.6082, -2.1381], [4.5468, -4.7309, 0.5147], [7.0008, -4.5947, 0.5164], [8.1295, -2.4191, 0.1613], [6.7823, -0.3759, -0.2040], [4.3297, -0.5117, -0.2386], [0.6459, -5.1593, 0.4573], [0.0487, -6.4879, 2.4493], [0.9102, -5.8449, 4.6753], [2.3795, -3.8665, 4.9055], [3.0056, -2.5537, 2.9212], [-0.0242, -2.5045, -1.6062], [-0.8488, -3.6244, -3.6328], [0.5165, -5.3786, -4.7231], [2.7145, -5.9958, -3.7669], [3.5465, -4.8819, -1.7473]],
  "atomic_forces_ev_per_a": [[-1.25, 0.40, 0.17], [-0.07, 0.27, -0.09], [0.09, -0.09, -0.08], [-0.02, -0.01, -0.05], [0.27, -0.07, 0.01], [0.04, -0.03, 0.05], [0.10, -0.01, -0.04], [0.09, -0.07, 0.16], [0.00, 0.06, 0.00], [0.05, -0.10, -0.07], [0.02, 0.01, 0.06], [0.01, 0.05, -0.01], [0.02, -0.04, -0.01], [-0.07, -0.03, 0.02], [0.02, -0.06, 0.01], [-0.03, -0.04, -0.04], [-0.07, -0.01, 0.04], [-0.05, 0.05, -0.04], [0.03, 0.05, 0.02], [0.07, -0.11, -0.05], [0.11, 0.03, 0.02], [0.01, 0.18, 0.05], [0.18, -0.05, -0.20], [-0.02, 0.05, -0.14], [-0.18, 0.13, -0.01], [0.09, -0.08, 0.13], [-0.12, 0.00, 0.17], [0.43, 0.05, -0.10], [-0.10, -0.08, 0.05], [0.30, -0.09, -0.01], [-0.01, -0.05, 0.03], [0.05, -0.04, -0.06], [-0.12, -0.13, 0.25], [0.01, -0.05, -0.05], [-0.01, 0.05, -0.02], [0.03, -0.02, -0.02], [0.00, 0.08, -0.08], [0.03, 0.02, 0.03], [0.01, 0.02, -0.09], [0.02, 0.08, -0.01], [0.11, -0.41, 0.07], [0.02, -0.02, 0.04], [0.18, 0.05, -0.04], [-0.02, 0.10, 0.07], [-0.02, 0.06, -0.01], [-0.05, -0.04, -0.01], [-0.02, -0.04, 0.01], [0.03, -0.17, -0.03], [-0.06, -0.16, 0.10], [0.01, 0.11, 0.07], [0.02, 0.07, -0.04], [0.02, 0.02, -0.02], [-0.03, 0.00, -0.04], [-0.06, -0.01, -0.04], [-0.10, 0.00, -0.18], [0.07, -0.09, -0.02], [0.05, 0.01, 0.06], [0.03, 0.00, 0.02], [-0.01, 0.03, 0.03], [-0.04, 0.01, -0.01], [0.03, 0.06, -0.02], [0.00, 0.02, 0.00], [-0.01, -0.01, 0.01], [-0.02, -0.02, -0.01], [-0.04, 0.05, -0.01], [0.04, 0.00, 0.05], [0.01, 0.01, 0.00], [0.00, 0.02, -0.02], [0.00, 0.00, -0.01], [-0.02, -0.06, -0.01], [0.01, 0.00, 0.00], [0.01, 0.00, 0.00], [0.01, 0.01, 0.03], [-0.02, 0.01, 0.00], [-0.07, 0.04, -0.02]],
  "mulliken_charge": [-0.62, -0.48, -0.50, -0.91, 0.14, -0.89, -0.35, -0.40, 0.30, 0.04, 0.45, 0.27, 0.42, 0.40, 0.11, 0.40, 0.31, 0.48, 0.19, 0.26, 0.13, -0.63, -0.85, 2.88, -1.54, -0.57, -1.56, -0.35, -1.90, -0.64, 0.34, 0.58, -0.27, 0.48, 0.50, 0.36, 0.55, 0.49, 0.55, 0.58, 3.46, -2.40, 0.51, -0.27, -0.80, -0.48, -0.61, 0.02, 0.41, -0.27, -0.73, -0.42, -0.83, -0.05, 0.52, 0.10, -0.68, -0.52, -0.60, -0.23, 0.40, 0.40, 0.37, 0.42, 0.05, 0.39, 0.39, 0.37, 0.40, 0.41, 0.11, 0.39, 0.36, 0.40, 0.26],
  "total_energy_ha": -7294.9542,
  "homo_ev": -7.74,
  "gap_ha": 0.286,
  "lumo_ev": 0.0
}